[1]
Computed, not measured: a structure of composition C37H43BN8SSbY, with ωB97M-V/def2-TZVPD.

```
92
Properties=species:S:1:pos:R:3:forces:R:3:lowdin_charge:R:1
H 1.085 1.073 3.361 0.02 0.11 0.25 0.042
C 1.354 -2.494 2.651 -0.02 0.02 0.03 -0.165
H -2.964 2.928 2.288 0.03 0.00 -0.02 0.130
C -1.458 0.870 4.508 0.07 0.04 -0.01 -0.061
C 0.574 4.834 1.103 0.01 0.00 0.01 -0.018
C -3.900 2.408 -5.000 0.02 -0.03 0.01 -0.052
H 0.529 5.845 0.739 -0.01 0.01 0.01 0.111
C -2.855 -0.386 2.993 0.01 -0.06 -0.03 -0.125
N -0.655 -4.416 2.169 0.03 0.04 -0.01 -0.073
H -1.770 -1.244 4.643 0.06 0.00 -0.02 0.116
C -1.874 3.073 -3.216 -0.04 -0.01 -0.09 -0.123
H 0.737 2.607 -1.245 0.00 -0.02 -0.04 0.062
C -1.982 -0.345 4.080 0.01 -0.01 -0.02 -0.105
H 2.616 2.280 3.849 -0.08 0.00 0.00 0.100
H -0.215 3.452 4.305 0.01 -0.02 0.02 0.077
H 1.295 -1.954 0.047 -0.01 -0.01 0.02 0.085
C -2.118 1.739 -3.538 -0.10 0.06 -0.12 -0.356
N 0.112 2.669 1.439 0.22 0.50 -0.01 -0.101
C 1.415 2.145 -1.951 0.05 -0.10 -0.01 -0.140
H 0.302 -4.449 4.036 0.00 0.00 0.00 0.135
C 3.579 2.067 -2.992 0.02 0.02 0.01 -0.050
C -0.976 -3.012 2.262 0.02 -0.01 0.03 -0.179
H -1.071 3.348 -2.544 0.03 0.01 0.03 0.081
C -0.250 3.766 0.765 -0.10 0.01 0.13 -0.144
S -1.760 0.137 -0.420 -0.02 0.17 -0.28 0.136
C -1.297 3.378 4.405 -0.03 0.01 -0.01 -0.009
Sb -0.917 0.326 -2.592 -0.22 -0.16 0.11 1.402
N 0.798 -3.955 0.294 0.11 0.06 0.08 -0.072
N 2.742 1.124 1.883 -0.02 -0.08 0.06 -0.077
H -1.530 3.468 5.466 -0.02 0.00 0.00 0.104
C -0.937 -1.621 -3.336 0.06 -0.11 -0.02 -0.357
H -0.884 -5.347 -4.318 0.00 0.00 0.00 0.119
H 3.904 0.478 -4.395 0.00 0.00 0.00 0.119
C -0.898 -4.302 -4.039 0.00 0.00 0.00 -0.045
H -0.823 0.901 5.386 0.05 -0.02 -0.03 0.137
H 5.169 0.156 -0.050 0.01 0.01 -0.01 0.113
C 0.071 -2.455 -2.850 -0.03 -0.05 -0.12 -0.155
H 1.643 -0.459 -4.143 -0.02 -0.03 -0.01 0.103
H -3.317 -1.317 2.693 0.03 -0.01 -0.01 0.118
N 0.157 -2.130 1.818 0.03 0.08 -0.15 -0.158
H -0.096 -5.805 0.708 0.00 0.00 0.00 0.137
C 2.966 -0.042 0.079 -0.03 0.00 -0.01 -0.147
H -3.901 0.779 1.526 0.03 0.01 -0.02 0.107
C -3.130 1.402 -4.433 -0.02 0.10 0.02 -0.099
C 1.931 0.408 -3.562 0.06 0.13 0.05 -0.112
H 4.569 2.483 -3.122 0.00 0.00 0.00 0.119
C -2.667 2.009 2.779 -0.04 -0.01 0.02 -0.061
H 2.982 3.550 -1.558 -0.01 0.01 0.00 0.116
C 4.239 0.366 0.448 0.00 0.00 -0.01 -0.019
C 4.046 1.110 1.601 -0.01 0.01 -0.01 -0.034
H -1.210 -4.540 0.151 0.00 -0.01 -0.01 0.135
C 1.959 -4.227 1.154 -0.01 0.00 0.00 -0.140
H 4.748 1.627 2.234 0.01 -0.01 0.01 0.140
H -1.099 3.731 0.099 0.00 0.01 -0.03 0.113
C 0.087 -3.796 -3.202 0.02 0.00 -0.01 -0.057
N 2.053 0.407 0.951 0.04 0.00 0.10 -0.066
H -2.458 5.106 -3.548 0.00 0.00 0.00 0.116
H 2.217 -5.283 1.081 0.00 0.00 0.00 0.137
C -2.650 4.069 -3.787 0.02 0.00 0.02 -0.057
H -1.840 -2.788 1.632 0.00 -0.02 -0.01 0.123
H 1.132 -2.241 3.692 0.01 -0.01 0.00 0.134
N 1.161 3.021 2.225 0.14 -0.06 -0.03 -0.082
C -1.929 -2.131 -4.169 0.04 -0.05 0.01 -0.095
C 2.686 2.671 -2.116 0.00 -0.02 0.03 -0.059
C 3.207 0.939 -3.708 -0.04 -0.04 -0.02 -0.052
C 1.461 4.309 2.030 -0.04 0.02 0.03 -0.041
H -4.264 4.514 -5.124 0.00 0.00 0.00 0.119
H 0.869 -4.439 -2.822 -0.01 0.00 0.01 0.114
N 1.679 -3.897 2.553 -0.02 0.01 -0.03 -0.076
Y -0.216 0.403 1.681 -0.82 -0.61 0.40 1.317
H -3.330 0.378 -4.703 -0.01 -0.02 0.01 0.081
H 2.272 4.772 2.569 0.01 0.01 0.00 0.141
H 0.772 -5.746 2.927 0.00 0.00 0.01 0.137
H 2.808 -3.634 0.808 0.01 0.00 0.00 0.133
C -3.663 3.735 -4.676 -0.01 0.02 -0.01 -0.047
H -0.427 -2.345 -0.193 0.03 -0.02 -0.01 0.067
H -2.666 -3.871 -5.173 0.00 0.00 -0.01 0.119
C 0.526 -4.687 2.995 0.00 -0.03 0.01 -0.140
C 0.459 -2.555 0.406 -0.07 -0.06 0.06 -0.235
H -4.685 2.152 -5.698 0.00 -0.01 0.00 0.119
H 2.671 -0.617 -0.785 0.02 0.01 -0.01 0.103
C -1.900 -3.473 -4.522 -0.01 0.02 0.01 -0.050
H 0.854 -2.073 -2.205 -0.01 0.03 -0.05 0.081
H -1.748 4.220 3.883 0.01 0.00 -0.01 0.094
H 2.200 -1.893 2.310 0.01 -0.02 0.01 0.119
C -3.197 0.798 2.346 -0.01 -0.01 -0.02 -0.145
C -0.340 -4.745 0.779 0.00 -0.01 -0.01 -0.144
H -1.207 -2.772 3.299 -0.01 -0.02 0.00 0.106
C 1.041 1.014 -2.677 0.18 0.07 0.01 -0.367
B 1.928 1.884 2.960 0.27 0.12 -0.34 -0.423
C -1.805 2.069 3.875 0.08 0.03 0.03 -0.287
H -2.727 -1.511 -4.547 -0.01 0.02 0.00 0.083
```
Forces are in eV/Å.

Its net charge is +2. Its total energy is -2575.0526 hartree.

[2]
Computed, not measured: a cluster of 6 separate species, C37H43Br2F5OSi2 in total, with ωB97M-V/def2-TZVPD.

```
90
Properties=species:S:1:pos:R:3:forces:R:3:lowdin_charge:R:1
C -10.517 -0.430 6.010 -0.04 0.03 0.00 -0.018
C -8.644 -3.547 -0.008 -0.01 0.02 0.03 -0.019
C 1.222 2.391 -1.343 0.08 0.05 -0.01 -0.787
H -10.010 2.351 4.134 0.00 0.00 0.00 0.118
H -6.847 2.050 -2.859 0.00 0.00 0.00 0.101
C 12.427 -2.243 0.567 -0.01 0.00 0.00 -0.098
C -9.940 0.467 5.135 0.06 -0.04 -0.05 -0.285
F -2.526 -0.084 -0.964 -0.01 0.00 -0.01 0.043
H -12.193 -0.767 7.295 0.00 0.00 0.00 0.105
H 6.380 3.170 -3.377 0.06 -0.02 0.02 0.066
C 5.836 2.817 -2.497 0.01 -0.02 -0.03 -0.304
H -10.421 -3.842 1.144 0.00 0.00 0.00 0.104
H 5.678 -1.236 -0.386 0.08 -0.04 -0.01 0.056
C 10.287 -1.137 0.574 0.01 -0.02 0.00 -0.018
H -9.830 -2.136 2.838 0.00 0.00 0.00 0.097
C -7.972 -1.629 1.897 0.01 0.01 -0.03 -0.073
H 7.354 -0.695 -0.517 0.02 0.01 -0.04 0.052
C -12.320 1.140 6.318 0.01 0.00 -0.01 -0.096
H 10.730 -2.893 1.709 0.01 0.00 0.00 0.105
H -6.755 -0.387 -2.418 0.00 0.00 0.00 0.105
H 0.673 -1.955 -1.337 0.02 -0.02 0.07 0.094
C -3.673 1.834 -1.689 -0.03 -0.06 0.00 -0.023
H 5.878 1.154 0.225 -0.06 0.07 -0.01 0.095
Si 2.740 4.377 0.056 -0.17 0.11 0.01 0.443
C 0.766 0.950 -1.550 -0.19 0.03 -0.04 -0.173
C 1.353 -3.352 -2.805 -0.03 0.00 0.02 -0.092
C 2.632 -2.695 -0.865 -0.07 0.04 -0.04 -0.010
H 1.983 2.666 -2.068 0.06 -0.10 0.02 0.060
H 4.359 -4.932 -2.738 0.00 0.00 0.01 0.117
H 5.607 5.561 -2.368 -0.01 0.00 0.01 -0.028
F 4.784 -3.622 -0.589 -0.08 0.02 0.14 0.047
H -6.178 -1.336 0.724 0.00 0.01 -0.01 0.110
F -8.769 0.131 4.548 -0.01 0.02 0.03 0.043
H 6.382 -0.918 -1.971 -0.01 0.03 0.00 0.081
H 4.833 0.922 -1.145 -0.02 -0.05 -0.03 0.064
H -0.186 0.911 -2.073 0.00 0.01 -0.02 0.050
H -13.259 1.405 6.785 0.00 0.00 0.00 0.101
C -7.109 -1.872 0.837 -0.01 0.01 0.04 -0.012
H 1.491 0.407 -2.157 0.09 -0.02 0.13 0.078
C 6.707 1.869 -1.651 0.00 0.04 0.05 -0.279
H -4.679 -1.405 -1.518 0.01 0.00 -0.01 0.108
C -9.162 -2.335 2.010 0.00 0.01 0.01 -0.090
C -5.945 1.604 -2.463 0.01 -0.02 0.01 -0.093
H 2.285 -4.778 -4.111 0.00 0.01 0.00 0.105
C -11.711 2.017 5.432 0.00 0.03 -0.01 -0.083
H -12.175 2.969 5.206 0.00 0.00 0.00 0.105
H 1.850 5.554 0.075 0.01 -0.01 -0.01 -0.021
H 13.069 -3.041 0.915 0.00 0.00 0.00 0.100
O 3.638 4.396 -1.315 0.13 -0.18 0.15 -0.440
C 3.538 -4.291 -2.449 -0.02 0.02 -0.01 -0.017
C -11.722 -0.080 6.604 0.00 -0.03 0.02 -0.084
C -9.494 -3.290 1.059 -0.02 -0.02 -0.01 -0.083
H 0.646 0.431 -0.601 -0.04 0.01 -0.01 0.039
H -7.717 -0.882 2.635 0.01 -0.01 0.00 0.091
F -6.635 -3.071 -1.128 0.00 0.01 0.00 0.041
C -7.470 -2.829 -0.089 0.03 -0.02 -0.06 -0.285
C 12.913 -1.300 -0.327 0.03 0.01 -0.02 -0.085
C 11.116 -2.159 1.014 0.00 -0.01 0.01 -0.082
C -4.739 -0.343 -1.712 -0.01 -0.02 0.00 -0.026
C 12.098 -0.273 -0.782 0.01 -0.04 0.02 -0.017
H 12.451 0.472 -1.482 0.00 0.00 0.00 0.117
H 0.795 2.990 0.683 0.00 -0.18 0.08 0.041
C 5.877 0.868 -0.829 0.02 0.02 0.03 -0.285
Si 5.276 4.348 -1.587 -0.04 0.13 -0.04 0.546
H 4.967 2.275 -2.882 -0.03 0.02 -0.06 0.073
C 10.800 -0.218 -0.318 -0.03 0.05 -0.04 -0.284
Br -0.230 3.650 -1.795 0.05 0.11 -0.03 0.728
Br 2.663 1.391 0.971 0.15 -0.09 0.03 0.695
C 2.380 -4.194 -3.205 0.00 -0.01 -0.02 -0.084
H -4.870 3.460 -2.391 0.00 0.00 0.00 0.105
H 9.262 -1.048 0.908 0.00 0.00 0.01 0.108
H 2.750 -2.120 0.044 0.03 0.00 0.00 0.110
H 3.609 4.370 1.249 -0.01 0.01 0.00 -0.016
H 13.935 -1.361 -0.678 0.00 0.00 0.00 0.104
H 5.949 4.421 -0.267 0.02 0.01 0.01 -0.007
C 1.672 2.808 0.064 -0.16 0.20 -0.17 -0.853
H 7.407 1.331 -2.295 -0.07 -0.04 -0.04 0.101
H 0.453 -3.272 -3.399 0.00 0.00 0.01 0.102
C 6.352 -0.576 -0.934 -0.07 0.00 0.05 -0.096
H -10.028 -1.372 6.215 0.00 0.00 0.00 0.118
F 9.997 0.775 -0.759 -0.01 0.00 0.02 0.049
H 7.322 2.461 -0.969 0.15 -0.06 -0.06 0.084
C -3.657 0.473 -1.459 0.05 -0.02 0.01 -0.277
C -4.835 2.395 -2.200 0.01 0.05 0.01 -0.079
H -8.878 -4.285 -0.763 0.00 0.00 0.00 0.116
C -10.507 1.687 4.828 -0.03 -0.01 0.03 -0.015
C 1.480 -2.611 -1.638 -0.02 0.01 -0.03 -0.086
C -5.894 0.238 -2.218 -0.02 -0.01 0.01 -0.081
C 3.637 -3.535 -1.297 0.15 -0.06 -0.11 -0.287
H -2.789 2.420 -1.475 -0.04 0.02 -0.01 0.050
```
Forces are in eV/Å.

Its SMILES is CCCC[SiH2]O[SiH2][C@H](Br)[C@@H](C)Br.Fc1ccccc1.Fc1ccccc1.Fc1ccccc1.Fc1ccccc1.Fc1ccccc1. Its total energy is -7737.3461 hartree.